Molecular formula: C5H8O2
Method: DFT, ωB97M-V with the def2-TZVPD basis set

ORCA input file:
```
! wB97M-V def2-TZVPD RIJCOSX def2/J DEFGRID3
* xyz 0 1
C 1.40 0.95 -0.61
C 0.11 0.16 -0.32
O -0.61 0.03 -1.53
C 0.26 -1.31 0.16
O -0.97 -2.00 -0.09
C -0.69 0.91 0.69
C -1.33 1.49 1.52
H 2.07 0.42 -1.30
H 1.96 1.22 0.29
H 1.12 1.89 -1.10
H -1.13 -0.79 -1.37
H 0.53 -1.43 1.21
H 1.00 -1.79 -0.49
H -1.66 -1.66 0.51
H -1.92 2.01 2.25
*
```

Values from the calculation:
SMILES string: C#C[C@](C)(O)CO
ΔE to the lowest compared entry with this formula, charge and spin: 2.425 eV
electronic energy: -9407.4076 eV
lowest unoccupied orbital energy: 0.03018 Ha
max |F|: 0.7 eV Å⁻¹